No. 1
45
Properties=species:S:1:pos:R:3:forces:R:3 method="wB97M-V/def2-TZVPD" orbital_gap_ev="6.536 / 5.075" multiplicity=2 homo_energy_ev="-5.459 / -5.332" s_squared=0.77 total_charge=-1 de_lowest_kcal_mol=0.00
Ir -1.307 1.552 -1.025 0.03 0.15 0.42
Cl 1.063 -0.469 -7.020 -0.01 -0.01 0.01
C 0.524 -0.453 -5.384 0.00 0.12 -0.02
C 0.416 -1.670 -4.669 -0.01 -0.09 0.07
Cl 0.806 -3.152 -5.455 0.00 0.02 0.00
C -0.001 -1.680 -3.356 0.03 -0.05 -0.06
Cl -0.185 -3.147 -2.471 0.01 0.01 -0.01
C -0.314 -0.470 -2.695 -0.02 -0.06 0.09
O -0.633 -0.403 -1.452 0.05 -0.03 -0.10
C -0.262 0.747 -3.443 -0.06 0.20 0.09
O -0.612 1.841 -2.843 0.07 -0.07 -0.29
C 0.187 0.738 -4.780 0.05 -0.06 -0.12
Cl 0.281 2.238 -5.608 -0.01 -0.01 0.02
S -5.218 3.615 -1.852 0.02 0.05 -0.11
C -3.776 2.905 -1.570 -0.10 -0.14 0.26
S -2.339 3.627 -0.917 0.05 -0.03 -0.07
S -3.423 1.198 -1.755 -0.11 0.05 -0.16
O 0.787 -0.462 6.258 0.01 -0.02 -0.01
N 1.285 0.215 5.374 -0.03 0.06 0.02
O 2.399 0.699 5.426 0.01 -0.02 -0.01
C 0.483 0.463 4.184 0.04 0.00 -0.01
C 1.009 1.201 3.152 -0.01 -0.03 0.03
C 0.259 1.430 2.012 -0.02 0.00 -0.01
C -1.064 0.912 1.843 0.06 0.05 -0.02
O -1.863 1.100 0.880 -0.07 -0.05 -0.02
C -1.519 0.143 2.966 0.04 0.03 0.02
C -0.805 -0.063 4.106 -0.05 -0.03 0.00
N -2.828 -0.517 2.878 0.01 -0.05 0.05
O -3.039 -1.207 1.908 -0.01 0.01 -0.02
O -3.580 -0.375 3.824 -0.02 0.02 -0.03
N 0.927 2.248 1.014 -0.02 0.00 0.13
O 0.555 2.256 -0.166 0.00 -0.05 -0.21
O 1.861 2.923 1.363 0.03 -0.01 0.00
H 2.011 1.594 3.216 0.00 0.00 0.00
H -1.224 -0.636 4.920 0.02 0.00 0.00
C 2.860 -2.105 -0.847 0.00 -0.01 -0.01
S 2.552 -1.494 0.812 -0.07 0.00 -0.05
C 0.866 -2.092 0.967 0.01 0.02 0.03
O 2.454 -0.013 0.670 0.10 0.04 0.10
H 2.151 -1.628 -1.521 -0.02 0.01 0.00
H 2.755 -3.189 -0.875 0.00 0.00 0.00
H 3.877 -1.817 -1.106 0.00 0.00 0.00
H 0.857 -3.181 0.922 0.01 -0.01 0.00
H 0.257 -1.659 0.171 0.01 -0.02 0.03
H 0.509 -1.765 1.944 -0.01 -0.01 -0.01

---

No. 2
34
Properties=species:S:1:pos:R:3:forces:R:3 method="wB97M-V/def2-TZVPD" orbital_gap_ev=2.221 homo_energy_ev=-4.776 total_charge=-1
O -6.253 0.125 -2.285 -0.77 -1.90 2.13
V -6.581 -0.819 -1.001 1.75 -0.06 -2.20
O -6.343 -2.378 -1.298 -0.45 2.04 0.15
O 4.636 1.080 2.770 -2.72 -3.13 -0.02
V 3.731 -0.273 2.792 5.93 -0.11 1.35
O 4.759 -1.405 3.451 -3.59 3.16 -1.94
O -1.726 -2.332 -5.742 0.63 1.07 -0.03
V -0.686 -1.192 -5.425 -0.26 0.47 0.64
O -1.274 0.232 -5.773 0.30 -1.52 0.05
S -1.341 0.022 0.488 4.19 -0.20 -0.18
O -0.493 1.237 0.519 -1.30 0.85 -0.54
O -1.362 -0.552 -0.856 0.06 -0.24 -1.40
O -0.603 -0.852 1.411 -0.48 -1.26 0.96
O -2.731 0.147 0.827 -2.63 0.78 1.23
S 3.882 -1.752 -3.115 -1.55 -0.74 1.58
O 2.936 -2.904 -3.107 -0.21 0.17 -0.22
O 4.087 -1.330 -1.695 0.25 0.14 -0.39
O 5.100 -2.122 -3.759 1.91 -0.47 -0.52
O 3.234 -0.655 -3.842 -1.04 0.97 -0.48
O -2.383 -2.140 6.041 -0.02 0.12 0.27
H -1.899 -2.116 5.216 0.13 0.10 -0.31
H -2.870 -2.963 6.009 -0.11 -0.19 -0.01
O -1.710 3.062 5.098 0.09 0.17 0.30
H -1.437 3.256 4.201 0.09 -0.01 -0.29
H -2.470 2.489 5.000 -0.15 -0.20 -0.05
O -1.554 5.984 -1.172 -0.16 0.27 0.04
H -1.387 5.182 -0.676 0.01 -0.30 0.15
H -0.922 5.959 -1.890 0.15 -0.02 -0.18
O 1.674 -4.906 0.780 0.08 -0.28 0.30
H 1.852 -4.683 -0.134 0.13 0.16 -0.34
H 1.117 -4.195 1.097 -0.22 0.23 -0.01
O 3.197 3.915 -1.437 0.13 0.34 -0.02
H 2.401 3.887 -0.905 -0.22 -0.07 0.12
H 3.417 2.996 -1.588 0.06 -0.33 -0.12

---

No. 3
18
Properties=species:S:1:pos:R:3:forces:R:3 method="wB97M-V/def2-TZVPD" orbital_gap_ev=11.328 homo_energy_ev=-14.819 total_charge=+1 de_lowest_kcal_mol=54.48 smiles=C[NH2+][C@H](C)CO
C 1.808 0.861 0.941 -0.98 -0.34 1.55
N 0.929 -0.408 0.740 1.08 -0.23 0.79
C -0.073 -0.083 -0.388 -1.28 -0.18 1.38
C -0.957 1.164 0.038 -0.87 -0.94 0.23
C -0.958 -1.339 -0.621 0.47 0.51 -2.29
O -1.873 -0.896 -1.680 1.01 -2.56 -0.79
H 1.206 1.704 1.305 -0.32 -0.47 -0.54
H 2.535 0.813 1.805 -0.12 -0.79 -1.67
H 2.052 0.992 -0.101 1.32 0.70 0.23
H 1.631 -1.213 0.539 -1.72 1.46 0.16
H 0.367 -0.688 1.591 0.86 0.46 -1.04
H 0.465 0.224 -1.325 -0.28 -0.65 0.97
H -1.851 1.012 -0.725 1.85 1.30 1.68
H -0.264 2.008 -0.058 -1.01 0.30 -0.75
H -1.355 1.310 1.154 0.76 -1.19 -2.30
H -1.545 -1.690 0.235 0.32 0.22 0.05
H -0.309 -2.158 -1.048 -0.64 0.57 0.75
H -1.807 -1.612 -2.403 -0.46 1.84 1.59

---

No. 4
72
Properties=species:S:1:pos:R:3:forces:R:3 method="wB97M-V/def2-TZVPD" orbital_gap_ev="1.918 / 8.368" multiplicity=2 homo_energy_ev="2.010 / -4.450" s_squared=0.75 total_charge=-2
Cl -0.907 -0.941 0.431 -4.41 1.71 2.16
O -0.228 -0.459 -0.673 1.43 0.91 -3.12
O -2.258 -0.352 0.524 1.81 0.35 -0.04
O -1.106 -2.308 0.461 0.31 -3.94 -0.59
O -0.126 -0.608 1.580 0.83 0.95 2.16
O -5.132 -0.192 0.686 -0.59 0.01 0.30
H -5.318 0.744 0.615 -0.05 0.19 -0.13
H -4.199 -0.267 0.487 0.57 -0.25 -0.19
C -1.644 3.433 1.596 3.78 3.32 -0.61
O -1.211 4.557 1.356 -0.42 0.41 0.31
N -2.696 2.941 1.013 -4.02 -2.15 -0.76
N -0.910 2.558 2.288 -0.66 -1.51 1.28
H -3.133 2.193 1.531 -0.22 -0.22 -0.75
H -3.227 3.382 0.275 0.39 0.31 0.45
H -1.411 1.725 2.564 0.76 -0.25 0.00
H 0.004 2.771 2.660 -0.06 0.07 0.03
C 1.979 1.608 4.064 -0.55 2.63 -1.48
O 1.690 2.388 3.178 -0.32 0.67 -1.40
N 1.543 0.400 4.169 -1.10 -3.55 0.60
N 2.721 2.044 5.053 2.13 0.60 2.82
H 0.954 -0.002 3.454 0.22 -0.02 0.14
H 1.923 -0.156 4.922 -0.44 -0.40 -0.52
H 2.914 3.035 5.072 0.06 -0.43 0.12
H 2.884 1.440 5.846 0.19 0.62 0.00
C -4.181 -0.989 -2.789 -1.18 2.72 -0.69
O -3.967 -2.005 -2.250 1.04 -4.64 1.94
N -5.325 -0.689 -3.380 -3.20 -0.70 -1.53
N -3.396 0.055 -2.756 2.36 0.97 0.55
H -5.502 0.202 -3.821 -0.18 -0.44 0.08
H -5.980 -1.458 -3.355 -0.25 0.56 -0.38
H -2.597 -0.198 -2.193 0.44 1.42 -0.23
H -3.667 0.907 -3.226 0.96 0.25 0.36
C 0.664 -3.531 4.245 -1.11 -0.67 -2.40
O 1.103 -4.167 5.143 1.69 -1.09 2.84
N 0.871 -3.758 2.949 2.32 -1.79 -2.68
N -0.259 -2.610 4.246 -3.40 3.85 2.03
H 0.293 -3.341 2.233 0.41 -0.22 -0.13
H 1.613 -4.393 2.691 -0.35 0.12 -0.14
H -0.740 -2.297 5.077 0.27 -0.28 -0.09
H -0.636 -2.271 3.372 0.05 0.20 0.34
C 3.881 -1.551 -2.226 2.67 2.27 0.62
O 5.083 -1.348 -2.299 1.07 -0.22 -0.44
N 3.038 -0.517 -2.183 -1.70 1.24 -0.44
N 3.357 -2.738 -2.079 -1.89 -2.14 -0.10
H 3.398 0.424 -2.257 0.01 -0.45 0.02
H 2.056 -0.634 -1.976 0.16 0.17 0.04
H 2.348 -2.696 -2.100 0.09 -1.17 0.37
H 3.919 -3.491 -1.707 -0.44 0.24 -0.24
C 0.112 -2.402 -4.061 0.30 -3.15 -2.39
O -0.368 -3.510 -3.899 0.29 -1.19 0.41
N -0.305 -1.362 -3.457 -1.75 3.85 3.30
N 1.072 -2.135 -4.969 1.78 0.50 -1.63
H -0.815 -1.516 -2.599 -0.21 0.12 -0.32
H 0.030 -0.423 -3.620 0.04 -0.09 0.02
H 1.174 -1.177 -5.272 0.19 -0.15 0.06
H 1.486 -2.828 -5.577 -0.55 -0.03 0.37
C -0.270 4.242 -1.955 0.72 1.35 0.15
O 0.217 4.943 -1.075 -0.06 -0.88 -0.30
N -0.791 3.004 -1.898 -0.27 -0.80 1.07
N -0.335 4.673 -3.245 0.14 0.88 -1.17
H -0.955 2.577 -2.798 -0.12 -0.62 0.27
H -0.767 2.462 -1.046 -0.07 0.07 -0.20
H -0.965 4.210 -3.885 0.21 0.22 -0.24
H 0.156 5.516 -3.506 -0.39 -0.24 0.14
C 3.376 -0.371 1.264 4.22 -2.73 1.07
O 4.605 -0.433 1.254 0.73 0.15 0.19
N 2.680 0.547 0.782 -4.00 5.52 -2.69
N 2.644 -1.350 1.769 -0.59 -2.74 1.33
H 1.677 0.450 0.852 0.04 0.49 -0.17
H 3.028 1.430 0.436 0.17 -0.42 0.23
H 3.198 -2.107 2.143 -0.60 0.07 0.02
H 1.640 -1.279 1.850 0.32 -0.43 -0.01

---

No. 5
43
Properties=species:S:1:pos:R:3:forces:R:3 method="wB97M-V/def2-TZVPD" orbital_gap_ev=9.240 homo_energy_ev=-5.974 total_charge=-1 de_lowest_kcal_mol=0.00
Br 0.239 -0.623 -0.412 -0.12 -0.03 -0.12
C 2.512 3.065 1.728 -0.33 0.12 0.12
C 1.361 2.868 0.742 0.15 -0.25 0.57
C 0.607 4.190 0.469 -0.66 -1.45 -0.85
O 1.798 2.264 -0.448 0.55 0.37 -0.83
H 2.112 3.574 2.611 0.10 -0.04 0.06
H 3.301 3.696 1.315 0.06 -0.11 -0.11
H 2.907 2.102 2.051 0.18 0.03 -0.13
H 0.684 2.133 1.190 -0.23 0.35 0.28
H 0.880 4.625 -0.493 0.55 0.16 0.22
H 0.652 4.901 1.286 -0.01 0.09 0.06
H -0.416 3.847 0.281 -0.18 0.52 0.28
H 1.518 1.332 -0.507 -0.17 0.26 0.26
C -1.123 -1.039 3.478 -0.48 0.22 0.83
C -1.791 -2.187 2.718 0.52 0.42 0.04
C -2.928 -1.661 1.852 0.73 0.44 -0.63
O -0.779 -2.848 1.969 -0.41 -0.31 -0.26
H -0.548 -0.417 2.794 0.05 -0.03 -0.06
H -0.483 -1.405 4.285 0.27 -0.18 -0.31
H -1.847 -0.401 4.009 -0.10 -0.06 -0.34
H -2.165 -2.918 3.440 -0.01 -0.10 -0.09
H -2.561 -0.768 1.331 -0.07 0.07 0.14
H -3.791 -1.352 2.438 -0.16 -0.23 -0.03
H -3.160 -2.342 1.031 -0.35 -0.29 0.37
H -0.620 -2.369 1.132 0.01 0.06 0.47
C -3.281 0.680 -1.466 0.46 0.17 0.65
O -2.600 1.438 -0.474 -0.32 0.04 0.34
H -2.647 0.654 -2.351 -0.36 -0.20 -0.35
H -3.501 -0.331 -1.115 0.14 -0.12 -0.11
H -4.240 1.168 -1.628 0.05 0.15 -0.32
H -1.838 0.923 -0.172 0.16 -0.04 -0.24
C 1.309 -3.961 -2.316 0.17 0.18 -0.63
O 0.809 -3.917 -1.009 -0.19 0.31 0.20
H 1.605 -4.990 -2.520 -0.04 -0.04 -0.05
H 0.587 -3.639 -3.078 -0.23 -0.20 0.11
H 2.175 -3.316 -2.508 0.11 -0.02 0.38
H 0.519 -3.002 -0.820 0.24 -0.28 -0.06
C 2.737 0.223 -3.581 -0.61 -0.04 -0.27
O 1.755 -0.800 -3.670 0.34 -0.41 0.22
H 2.197 1.165 -3.481 0.45 0.36 -0.03
H 3.464 0.126 -2.772 -0.21 -0.22 0.24
H 3.297 0.174 -4.513 -0.03 0.25 -0.11
H 1.297 -0.865 -2.818 -0.03 0.11 0.06

---

No. 6
62
Properties=species:S:1:pos:R:3:forces:R:3 method="wB97M-V/def2-TZVPD" orbital_gap_ev=8.930 homo_energy_ev=-8.383 de_lowest_kcal_mol=55.63 smiles="CC[C@@H]1CCCCN1CCCNC(=O)c1ccc(CS(=O)(=O)c2ccccc2C)o1"
C -2.042 -1.873 2.859 0.07 0.02 -0.22
C -1.665 -1.276 1.508 -0.33 0.04 0.12
C -2.886 -0.979 0.625 0.04 -0.12 0.28
C -3.576 -2.252 0.102 0.10 0.10 0.03
C -2.760 -2.943 -0.987 -0.21 0.10 -0.10
C -2.460 -1.949 -2.103 0.19 0.04 0.18
C -1.740 -0.741 -1.500 0.00 -0.21 -0.30
N -2.505 -0.071 -0.458 0.00 -0.01 -0.08
C -3.614 0.738 -0.953 -0.26 0.23 0.24
C -3.701 2.077 -0.207 0.18 -0.13 -0.34
C -2.505 2.974 -0.509 -0.18 0.26 0.08
N -1.300 2.391 0.030 0.04 -0.13 0.02
C -0.240 3.135 0.384 -0.29 -0.25 -0.09
O -0.186 4.349 0.277 0.22 0.12 0.04
C 0.893 2.358 0.931 0.97 0.69 0.28
C 2.153 2.778 1.270 -0.81 -0.10 -0.27
C 2.838 1.637 1.738 -0.47 -0.58 0.12
C 1.947 0.599 1.669 0.78 0.64 0.34
C 2.105 -0.833 1.951 0.04 -0.25 -1.05
S 2.427 -1.742 0.364 -0.06 -0.19 0.55
O 1.198 -1.789 -0.386 0.07 0.28 -0.07
O 3.010 -3.007 0.722 0.32 0.02 0.13
C 3.693 -0.725 -0.415 -0.39 -0.37 0.29
C 4.970 -1.012 0.042 0.26 -0.13 0.08
C 6.047 -0.255 -0.374 -0.03 0.00 0.05
C 5.830 0.805 -1.244 0.00 -0.01 0.01
C 4.555 1.081 -1.695 -0.07 -0.12 0.06
C 3.454 0.323 -1.293 -0.03 0.11 -0.17
C 2.104 0.670 -1.831 -0.19 0.08 -0.06
O 0.771 1.031 1.173 -0.36 -0.07 -0.12
H -1.158 -1.986 3.483 0.04 -0.05 0.12
H -2.496 -2.854 2.746 -0.05 -0.12 0.07
H -2.746 -1.228 3.382 -0.07 0.04 0.10
H -0.977 -1.944 0.991 0.11 0.03 -0.05
H -1.146 -0.330 1.672 0.02 -0.05 -0.07
H -3.607 -0.435 1.249 0.07 -0.01 -0.02
H -3.760 -2.935 0.932 -0.10 0.00 0.05
H -4.551 -1.977 -0.312 -0.04 -0.04 0.03
H -1.818 -3.311 -0.576 0.06 -0.10 0.01
H -3.315 -3.800 -1.375 0.08 -0.04 0.05
H -1.827 -2.408 -2.863 -0.02 0.01 -0.09
H -3.392 -1.631 -2.579 -0.03 0.00 -0.08
H -0.798 -1.081 -1.063 -0.02 0.07 -0.10
H -1.505 -0.007 -2.276 0.07 0.01 0.06
H -4.578 0.219 -0.860 0.05 -0.04 -0.10
H -3.457 0.945 -2.014 -0.03 -0.04 -0.03
H -4.615 2.590 -0.510 -0.04 0.03 0.04
H -3.751 1.897 0.867 -0.08 0.01 0.09
H -2.406 3.106 -1.595 -0.06 0.08 0.05
H -2.628 3.966 -0.065 0.00 -0.10 -0.12
H -1.307 1.372 0.063 0.09 0.03 0.08
H 2.524 3.778 1.187 -0.01 0.25 -0.05
H 3.848 1.588 2.089 0.24 -0.10 0.07
H 2.960 -1.036 2.585 0.06 0.02 0.06
H 1.200 -1.282 2.352 -0.06 -0.16 0.02
H 5.093 -1.850 0.709 0.14 -0.07 0.08
H 7.041 -0.483 -0.024 0.08 -0.04 0.03
H 6.660 1.412 -1.572 0.07 0.06 -0.04
H 4.392 1.904 -2.375 -0.03 0.09 -0.08
H 2.130 0.651 -2.920 -0.02 0.00 -0.07
H 1.349 -0.027 -1.488 -0.08 0.15 -0.12
H 1.828 1.680 -1.527 -0.02 0.06 0.01

---

No. 7
15
Properties=species:S:1:pos:R:3:forces:R:3 method="wB97M-V/def2-TZVPD" orbital_gap_ev=11.327 homo_energy_ev=-10.799 de_lowest_kcal_mol=16.88 smiles=O.O.O.O.O
O 1.049 1.738 -0.404 1.80 -2.16 0.41
H 1.593 0.837 -0.215 -1.42 2.47 -1.09
H 0.815 1.742 -1.342 0.23 -0.24 0.25
O 2.272 -0.844 -0.341 1.26 -0.06 0.64
H 1.510 -1.249 0.136 0.42 -0.08 -0.10
H 3.141 -1.083 0.088 -1.74 0.29 -0.55
O -0.194 -1.436 0.600 0.47 1.16 -1.18
H -0.278 -1.975 1.359 -0.26 -0.72 1.30
H -0.371 -0.478 0.865 -0.22 -0.53 0.20
O -0.953 1.109 1.127 -1.47 -0.44 -1.73
H -1.565 0.946 0.321 0.97 0.14 1.85
H -0.243 1.615 0.683 0.16 -0.01 0.14
O -2.175 -0.360 -0.988 -0.93 -3.28 -0.05
H -3.063 -0.858 -0.938 1.88 1.44 -0.14
H -1.534 -1.156 -0.904 -1.13 2.01 0.05

---

No. 8
64
Properties=species:S:1:pos:R:3:forces:R:3 method="wB97M-V/def2-TZVPD" orbital_gap_ev=8.571 homo_energy_ev=-7.852 de_lowest_kcal_mol=17.64 smiles="CCOC(=O)C1(CCOc2ccccc2)CCN(Cc2cc(OC)ccc2OC)CC1"
C 3.689 2.466 -1.814 -0.38 -0.30 -0.09
C 2.838 1.531 -2.652 0.38 0.12 -0.42
O 1.853 0.937 -1.804 0.11 0.28 0.38
C 1.202 -0.110 -2.297 -0.29 -0.24 -0.14
O 1.395 -0.548 -3.405 -0.03 0.09 -0.06
C 0.133 -0.667 -1.358 0.12 0.09 -0.12
C 0.250 -2.201 -1.422 0.36 0.09 0.05
C 1.417 -2.762 -0.601 -0.51 -0.28 0.02
O 2.615 -2.027 -0.720 0.22 0.21 -0.15
C 3.417 -2.178 -1.813 0.36 -0.01 -0.05
C 3.186 -3.034 -2.882 -0.21 -0.08 0.25
C 4.089 -3.085 -3.930 0.08 0.02 -0.03
C 5.224 -2.296 -3.929 0.07 -0.03 -0.16
C 5.461 -1.447 -2.859 -0.01 0.02 0.01
C 4.569 -1.390 -1.809 -0.20 -0.06 0.13
C -1.211 -0.204 -1.955 -0.12 -0.20 0.07
C -2.388 -0.513 -1.033 0.05 0.12 -0.19
N -2.179 0.085 0.267 -0.03 -0.17 0.02
C -3.350 -0.023 1.119 0.02 0.09 -0.05
C -3.213 0.850 2.335 -0.08 0.23 -0.18
C -3.112 0.298 3.602 -0.02 -0.01 0.21
C -2.967 1.104 4.726 0.01 0.22 -0.01
O -2.866 0.649 6.011 0.01 0.29 -0.09
C -2.931 -0.737 6.235 -0.01 -0.17 0.03
C -2.913 2.483 4.557 0.00 -0.34 0.15
C -3.015 3.045 3.299 -0.01 0.09 -0.23
C -3.171 2.241 2.175 0.00 -0.23 0.12
O -3.308 2.706 0.901 -0.08 -0.23 0.11
C -3.195 4.087 0.677 -0.02 0.21 -0.04
C -0.984 -0.444 0.892 0.23 0.20 0.00
C 0.235 -0.080 0.051 -0.14 -0.16 0.11
H 4.446 2.930 -2.441 0.08 0.06 -0.05
H 4.178 1.911 -1.019 0.10 -0.03 0.10
H 3.071 3.240 -1.368 0.00 0.13 0.06
H 2.325 2.073 -3.456 0.06 -0.11 0.08
H 3.440 0.735 -3.104 -0.13 0.17 0.04
H 0.374 -2.462 -2.475 -0.12 -0.03 0.05
H -0.664 -2.672 -1.061 -0.02 -0.05 0.01
H 1.580 -3.816 -0.859 0.01 0.10 0.09
H 1.180 -2.711 0.466 0.02 -0.06 -0.13
H 2.306 -3.656 -2.919 -0.12 -0.01 0.02
H 3.894 -3.748 -4.759 -0.02 -0.05 -0.06
H 5.917 -2.338 -4.755 0.05 -0.01 -0.07
H 6.344 -0.824 -2.845 0.07 0.04 0.02
H 4.735 -0.736 -0.966 0.02 0.08 0.11
H -1.170 0.877 -2.096 -0.03 0.06 -0.06
H -1.365 -0.674 -2.928 0.03 0.02 -0.04
H -2.542 -1.607 -0.960 -0.05 0.05 0.00
H -3.293 -0.081 -1.467 0.00 -0.08 0.01
H -4.208 0.323 0.536 0.00 -0.11 0.00
H -3.538 -1.069 1.429 -0.03 0.08 -0.02
H -3.150 -0.777 3.694 0.00 -0.12 0.01
H -2.844 -0.866 7.313 -0.01 -0.05 -0.08
H -2.108 -1.265 5.742 -0.04 0.01 0.00
H -3.885 -1.156 5.898 0.04 0.00 0.00
H -2.794 3.106 5.428 0.01 0.08 0.11
H -2.975 4.119 3.209 0.00 0.10 -0.04
H -2.222 4.471 1.002 -0.03 -0.02 0.01
H -3.991 4.648 1.179 0.05 -0.02 -0.01
H -3.290 4.219 -0.400 0.01 0.05 0.08
H -1.051 -1.541 1.029 -0.04 -0.01 0.06
H -0.888 0.013 1.880 0.04 -0.12 -0.04
H 0.269 1.006 -0.032 0.04 -0.02 0.08
H 1.152 -0.408 0.539 0.06 0.04 0.04

---

Maximum force
In order: 0.45, 6.08, 2.87, 7.33, 1.81, 1.22, 3.41, 0.59
Unit: eV/A